Record 1
{
  "formula": "C72H138N24O18P6",
  "method": "the ωB97M-V functional and the def2-TZVPD basis",
  "elements": ["C", "N", "C", "P", "O", "N", "C", "C", "N", "C", "C", "H", "H", "H", "H", "H", "H", "H", "H", "H", "H", "H", "H", "H", "H", "H", "H", "H", "H", "C", "N", "C", "P", "O", "N", "C", "C", "N", "C", "C", "H", "H", "H", "H", "H", "H", "H", "H", "H", "H", "H", "H", "H", "H", "H", "H", "H", "H", "C", "N", "C", "P", "O", "N", "C", "C", "N", "C", "C", "H", "H", "H", "H", "H", "H", "H", "H", "H", "H", "H", "H", "H", "H", "H", "H", "H", "H", "C", "N", "C", "P", "O", "N", "C", "C", "N", "C", "C", "H", "H", "H", "H", "H", "H", "H", "H", "H", "H", "H", "H", "H", "H", "H", "H", "H", "H", "C", "N", "C", "P", "O", "N", "C", "C", "N", "C", "C", "H", "H", "H", "H", "H", "H", "H", "H", "H", "H", "H", "H", "H", "H", "H", "H", "H", "H", "C", "N", "C", "P", "O", "N", "C", "C", "N", "C", "C", "H", "H", "H", "H", "H", "H", "H", "H", "H", "H", "H", "H", "H", "H", "H", "H", "H", "H", "O", "N", "O", "C", "C", "C", "C", "C", "C", "H", "H", "H", "H", "H", "O", "N", "O", "C", "C", "C", "C", "C", "C", "H", "H", "H", "H", "H", "O", "N", "O", "C", "C", "C", "C", "C", "C", "H", "H", "H", "H", "H", "O", "N", "O", "C", "C", "C", "C", "C", "C", "H", "H", "H", "H", "H", "O", "N", "O", "C", "C", "C", "C", "C", "C", "H", "H", "H", "H", "H", "O", "N", "O", "C", "C", "C", "C", "C", "C", "H", "H", "H", "H", "H"],
  "coordinates": [[21.84, 23.12, 19.24], [21.16, 22.29, 18.28], [21.24, 22.71, 16.90], [20.21, 21.05, 18.63], [19.78, 21.20, 20.07], [18.90, 21.26, 17.63], [18.82, 20.76, 16.27], [18.00, 22.29, 18.01], [21.10, 19.74, 18.05], [20.46, 18.44, 17.88], [22.50, 19.63, 18.50], [21.21, 23.99, 19.42], [22.87, 23.35, 18.94], [21.90, 22.65, 20.25], [21.65, 23.68, 16.88], [20.33, 22.73, 16.38], [21.91, 22.04, 16.36], [18.18, 19.83, 16.23], [18.23, 21.50, 15.73], [19.71, 20.52, 15.77], [18.14, 23.20, 17.44], [16.95, 22.00, 17.99], [18.18, 22.63, 19.05], [19.51, 18.46, 17.36], [21.13, 17.73, 17.27], [20.35, 17.94, 18.88], [22.93, 20.61, 18.67], [23.13, 19.09, 17.73], [22.61, 19.11, 19.44], [11.35, 22.16, 15.40], [10.91, 22.07, 13.97], [10.40, 20.82, 13.46], [10.67, 23.46, 13.10], [10.48, 23.22, 11.65], [9.44, 24.32, 13.77], [9.03, 24.53, 15.12], [8.41, 24.88, 12.94], [12.05, 24.35, 13.44], [13.31, 23.82, 12.95], [12.04, 25.75, 13.17], [10.48, 22.13, 16.01], [12.03, 22.95, 15.71], [12.03, 21.29, 15.69], [10.13, 20.97, 12.43], [9.49, 20.51, 14.09], [11.12, 20.01, 13.50], [9.80, 24.53, 15.88], [8.69, 25.58, 15.14], [8.26, 23.77, 15.36], [7.43, 24.46, 13.20], [8.42, 26.01, 13.02], [8.62, 24.67, 11.89], [13.34, 23.72, 11.90], [14.15, 24.30, 13.40], [13.46, 22.82, 13.39], [11.12, 26.13, 13.47], [12.26, 25.97, 12.10], [12.86, 26.26, 13.75], [11.08, 14.48, 18.90], [12.25, 13.61, 18.86], [12.08, 12.31, 18.18], [13.51, 13.98, 19.84], [13.18, 15.30, 20.53], [13.63, 12.71, 20.93], [13.97, 11.34, 20.55], [12.82, 12.83, 22.11], [14.89, 13.76, 18.94], [14.85, 14.37, 17.62], [16.18, 13.61, 19.48], [10.81, 14.73, 17.89], [11.29, 15.41, 19.48], [10.24, 13.92, 19.32], [12.86, 11.65, 18.39], [12.21, 12.53, 17.08], [11.11, 11.83, 18.40], [13.15, 10.64, 20.43], [14.45, 11.29, 19.56], [14.68, 10.89, 21.28], [13.08, 11.98, 22.81], [13.00, 13.78, 22.54], [11.76, 12.78, 21.88], [15.54, 15.18, 17.49], [15.11, 13.60, 16.88], [13.85, 14.79, 17.42], [16.77, 14.51, 19.27], [16.68, 12.80, 18.94], [16.20, 13.43, 20.52], [14.38, 17.59, 8.47], [14.24, 16.97, 9.85], [15.10, 15.82, 9.92], [14.00, 17.86, 11.18], [15.07, 17.82, 12.22], [13.67, 19.44, 10.81], [12.34, 20.06, 10.35], [14.60, 20.44, 11.29], [12.72, 17.11, 11.90], [11.74, 16.35, 11.20], [12.45, 17.17, 13.33], [13.58, 18.31, 8.31], [14.31, 16.78, 7.68], [15.36, 18.01, 8.32], [16.17, 16.08, 10.08], [14.99, 15.26, 9.01], [14.72, 15.24, 10.74], [11.99, 20.83, 11.05], [12.28, 20.48, 9.35], [11.60, 19.26, 10.26], [15.58, 19.96, 11.49], [14.64, 21.17, 10.55], [14.23, 20.90, 12.21], [10.70, 16.35, 11.53], [11.72, 16.61, 10.18], [12.07, 15.27, 11.20], [12.86, 17.98, 13.86], [12.78, 16.29, 13.88], [11.33, 17.29, 13.47], [12.76, 18.09, 16.49], [13.44, 18.60, 17.65], [12.66, 18.68, 18.90], [14.95, 19.33, 17.71], [14.89, 20.81, 17.80], [15.67, 18.71, 19.12], [16.76, 19.39, 19.81], [15.66, 17.28, 19.50], [15.82, 18.96, 16.30], [16.18, 17.57, 15.99], [15.84, 19.82, 15.04], [13.48, 17.66, 15.74], [12.18, 18.87, 15.98], [12.10, 17.23, 16.90], [11.63, 19.02, 18.75], [13.28, 19.32, 19.56], [12.57, 17.71, 19.39], [16.81, 20.45, 19.41], [16.50, 19.44, 20.89], [17.75, 18.88, 19.82], [14.73, 16.77, 19.13], [16.59, 16.87, 19.18], [15.60, 17.26, 20.56], [15.82, 16.91, 16.82], [15.83, 17.26, 15.04], [17.26, 17.38, 16.03], [16.80, 20.37, 14.96], [15.14, 20.68, 15.19], [15.65, 19.20, 14.17], [13.57, 21.71, 21.17], [12.14, 21.52, 21.48], [11.13, 21.94, 20.52], [11.63, 20.20, 22.33], [10.96, 19.12, 21.55], [12.94, 19.60, 23.21], [13.52, 20.16, 24.44], [13.69, 18.50, 22.63], [10.55, 20.84, 23.41], [9.44, 19.99, 23.91], [10.70, 22.06, 24.15], [13.80, 21.42, 20.19], [14.20, 21.10, 21.83], [13.97, 22.66, 21.26], [11.36, 21.72, 19.51], [11.00, 23.02, 20.41], [10.17, 21.51, 20.64], [14.00, 21.13, 24.29], [12.71, 20.24, 25.20], [14.30, 19.47, 24.78], [13.85, 17.75, 23.40], [13.14, 18.01, 21.78], [14.63, 18.80, 22.18], [8.74, 20.60, 24.46], [8.95, 19.63, 23.06], [9.72, 19.18, 24.56], [10.01, 22.81, 23.87], [11.64, 22.53, 23.94], [10.60, 22.00, 25.24], [16.43, 11.83, 10.96], [16.26, 11.93, 12.17], [15.61, 11.17, 12.83], [16.94, 13.08, 12.79], [17.87, 13.78, 12.04], [18.49, 14.92, 12.63], [18.19, 15.25, 13.96], [17.36, 14.46, 14.76], [16.70, 13.38, 14.13], [17.92, 13.56, 10.98], [19.10, 15.58, 12.01], [18.44, 16.22, 14.30], [17.10, 14.75, 15.77], [15.98, 12.77, 14.72], [18.81, 15.88, 18.77], [19.61, 15.25, 19.40], [20.47, 14.54, 18.91], [19.50, 15.15, 20.91], [18.58, 15.88, 21.58], [18.46, 15.73, 22.95], [19.16, 14.73, 23.59], [20.09, 13.95, 22.92], [20.31, 14.21, 21.59], [17.90, 16.54, 21.02], [17.70, 16.28, 23.43], [18.80, 14.47, 24.62], [20.54, 13.16, 23.49], [20.92, 13.60, 20.95], [21.16, 23.37, 12.78], [21.50, 22.30, 13.26], [22.56, 22.09, 13.80], [20.55, 21.18, 12.98], [20.89, 19.90, 13.45], [20.07, 18.85, 13.19], [18.87, 19.03, 12.45], [18.59, 20.27, 12.01], [19.41, 21.42, 12.22], [21.83, 19.80, 14.02], [20.25, 17.94, 13.81], [18.15, 18.23, 12.49], [17.76, 20.55, 11.32], [19.17, 22.42, 11.86], [21.93, 16.72, 23.46], [21.34, 17.56, 22.79], [21.57, 17.71, 21.61], [20.36, 18.42, 23.42], [19.87, 19.47, 22.71], [19.17, 20.44, 23.39], [18.97, 20.39, 24.78], [19.42, 19.24, 25.44], [20.16, 18.24, 24.80], [20.00, 19.64, 21.64], [18.83, 21.25, 22.82], [18.41, 21.15, 25.34], [19.38, 19.15, 26.50], [20.56, 17.42, 25.35], [12.64, 25.81, 20.60], [12.67, 26.41, 19.54], [12.12, 27.47, 19.40], [13.44, 25.91, 18.42], [14.04, 26.73, 17.49], [14.72, 26.08, 16.45], [14.88, 24.70, 16.36], [14.32, 23.90, 17.39], [13.62, 24.48, 18.41], [13.83, 27.81, 17.54], [15.27, 26.67, 15.60], [15.46, 24.34, 15.54], [14.40, 22.83, 17.44], [13.13, 23.84, 19.16], [17.99, 24.07, 12.78], [18.35, 25.22, 12.63], [18.47, 25.75, 11.56], [18.64, 26.09, 13.82], [18.38, 25.60, 15.02], [18.67, 26.37, 16.11], [19.12, 27.67, 15.93], [19.28, 28.16, 14.62], [18.94, 27.39, 13.53], [18.10, 24.57, 15.19], [18.60, 25.95, 17.10], [19.44, 28.33, 16.69], [19.56, 29.20, 14.44], [19.07, 27.79, 12.51]],
  "mulliken_charge": [-1.131, 0.653, -0.886, 0.145, -0.973, 1.474, -1.330, -1.074, 0.836, -0.094, -0.938, 0.351, 0.379, 0.188, 0.588, -0.112, 0.254, -0.975, 0.675, 0.846, 0.156, -0.040, 0.322, -0.570, 0.469, -0.192, 0.356, 0.315, 0.125, -0.857, 0.902, -1.125, 0.407, -0.960, 0.424, -1.085, -1.160, 0.725, -1.409, -1.020, 0.378, 0.330, -0.194, 0.499, 0.255, 0.119, 0.271, 0.399, 0.277, 0.353, 0.317, 0.324, 0.377, 0.674, 0.010, 0.372, 0.316, 0.094, -1.002, 0.636, -1.098, 0.369, -0.874, 0.375, -1.257, -0.947, 0.749, 0.299, -1.164, 0.355, 0.189, 0.259, 0.289, 0.276, 0.292, 0.371, 0.437, 0.318, 0.334, 0.216, 0.282, -1.040, 0.370, 0.448, -0.055, 0.363, 0.570, -0.953, 0.540, -1.064, -1.235, -0.435, 0.725, -0.754, -0.434, 1.259, -1.148, -1.116, 0.263, 0.371, 0.336, 0.198, 0.448, 0.344, -0.045, 0.373, 0.379, -0.384, 0.673, 0.011, 0.309, 0.423, 0.291, -0.105, 0.358, 0.319, -0.068, 1.806, -0.017, -2.020, -0.804, 1.571, 0.035, -0.440, 1.270, 0.008, 0.939, -0.475, -0.016, 0.166, 0.803, -0.787, -0.322, -0.357, 0.050, -0.216, -0.597, -0.101, 0.909, -0.704, 0.517, -0.622, -0.256, -0.332, -0.409, -0.773, 0.361, -1.275, 0.340, -0.949, 0.294, -1.027, -0.781, 0.355, -1.224, -1.237, 0.056, -0.081, 0.789, 0.383, 0.408, 0.451, 0.279, 0.269, 0.413, 0.567, -0.163, 0.311, 0.474, 0.355, 0.308, 0.393, 0.419, 0.402, -0.634, 1.060, -0.613, 0.036, -0.380, -0.570, -0.312, -0.307, -0.431, 0.457, 0.409, 0.506, 0.292, 0.445, -0.116, 0.717, -0.685, -0.151, 1.016, -1.299, -0.405, -0.829, -0.541, 0.255, 0.714, 0.365, 0.446, 0.579, -0.657, 1.147, -0.621, 0.241, -0.563, -0.059, -0.466, -0.272, -0.791, 0.386, 0.368, 0.488, 0.275, 0.503, -0.660, 1.162, -0.594, 0.267, -0.106, -0.564, -0.949, -0.512, -0.667, 0.486, 0.700, 0.403, 0.452, 0.556, -0.573, 1.016, -0.612, 0.282, -0.951, -0.573, -0.805, -0.333, -0.034, 0.444, 0.304, 1.058, 0.903, 0.086, -0.396, 1.001, -0.670, -0.090, 0.103, -0.507, -0.812, -0.333, -0.616, 0.555, 0.512, 0.490, 0.346, 0.448],
  "smiles": "CN(C)P(=O)(N(C)C)N(C)C.CN(C)P(=O)(N(C)C)N(C)C.CN(C)P(=O)(N(C)C)N(C)C.CN(C)P(=O)(N(C)C)N(C)C.CN(C)P(=O)(N(C)C)N(C)C.CN(C)P(=O)(N(C)C)N(C)C.O=[N+]([O-])c1ccccc1.O=[N+]([O-])c1ccccc1.O=[N+]([O-])c1ccccc1.O=[N+]([O-])c1ccccc1.O=[N+]([O-])c1ccccc1.O=[N+]([O-])c1ccccc1",
  "relative_energy_kcal_mol": 15.3,
  "gap_ev": 7.9,
  "total_charge": 0,
  "e_homo_ev": -8.491
}

Record 2
{
  "formula": "C5H13NO",
  "method": "the ωB97M-V functional and the def2-TZVPD basis",
  "elements": ["C", "C", "N", "C", "C", "C", "O", "H", "H", "H", "H", "H", "H", "H", "H", "H", "H", "H", "H", "H"],
  "coordinates": [[1.48, -1.37, 1.43], [0.12, -1.50, 0.75], [-0.05, -0.77, -0.48], [1.02, -0.85, -1.45], [-1.00, 0.31, -0.58], [-0.60, 1.47, 0.36], [-1.12, 2.64, -0.19], [1.60, -0.34, 1.78], [2.30, -1.71, 0.80], [1.53, -2.09, 2.23], [-0.62, -1.16, 1.47], [-0.18, -2.54, 0.63], [1.17, -1.90, -1.73], [0.74, -0.34, -2.37], [1.90, -0.40, -1.01], [-0.99, 0.65, -1.60], [-2.01, -0.01, -0.33], [0.49, 1.57, 0.46], [-0.99, 1.29, 1.37], [-1.83, 3.00, 0.37]],
  "mulliken_spin": [0.051, -0.007, 0.748, -0.009, -0.018, 0.078, 0.018, -0.002, 0.000, -0.003, 0.007, 0.043, 0.022, 0.005, 0.039, 0.005, 0.025, -0.003, 0.000, 0.001],
  "relative_energy_kcal_mol": 19.6,
  "gap_ev": [12.0, 7.9],
  "total_charge": 1,
  "spin_multiplicity": 2,
  "e_homo_ev": [-14.701, -14.898]
}

Record 3
{
  "formula": "CH2BrNO4",
  "method": "the ωB97M-V functional and the def2-TZVPD basis",
  "elements": ["C", "N", "O", "O", "O", "O", "Br", "H", "H"],
  "coordinates": [[-0.51, -0.37, 0.31], [0.02, 1.03, -0.15], [-0.64, 1.56, -0.95], [0.90, 1.46, 0.51], [-0.06, -0.78, 1.46], [0.54, -0.79, -1.42], [-2.14, -0.64, -0.35], [0.56, -0.10, 1.82], [1.32, -1.38, -1.23]],
  "nbo_charge": [0.427, 0.541, -0.312, -0.400, -0.628, -0.888, 0.275, 0.531, 0.453],
  "relative_energy_kcal_mol": 97.7,
  "gap_ev": [9.5, 9.6],
  "total_charge": 0,
  "e_homo_ev": [-10.332, -10.333]
}

Record 4
{
  "formula": "C2HBr2ClF2",
  "method": "the ωB97M-V functional and the def2-TZVPD basis",
  "elements": ["C", "C", "F", "F", "Cl", "Br", "Br", "H"],
  "coordinates": [[0.62, 0.98, -0.04], [-0.49, -0.90, 0.01], [1.30, 0.83, -1.15], [0.36, -1.90, -0.05], [1.48, 1.00, 1.44], [-1.60, -0.78, -1.57], [-1.51, -0.81, 1.65], [-0.17, 1.58, -0.29]],
  "nbo_charge": [0.219, 0.096, -0.309, -0.334, 0.047, 0.049, 0.054, 0.177],
  "relative_energy_kcal_mol": 41.7,
  "gap_ev": 9.4,
  "total_charge": 0,
  "e_homo_ev": -9.270
}

Record 5
{
  "formula": "CCl2NO2",
  "method": "the ωB97M-V functional and the def2-TZVPD basis",
  "elements": ["C", "N", "O", "O", "Cl", "Cl"],
  "coordinates": [[1.69, 0.21, 0.00], [-1.55, 0.32, -0.38], [1.70, -0.03, -1.12], [1.78, 0.43, 1.13], [-2.01, 0.41, 1.29], [-1.60, -1.33, -0.91]],
  "mulliken_spin": [0.099, 0.966, -0.049, -0.037, 0.505, 0.516],
  "relative_energy_kcal_mol": 11.3,
  "gap_ev": [3.6, 8.3],
  "total_charge": -1,
  "spin_multiplicity": 3,
  "e_homo_ev": [-0.167, -4.943]
}